Density functional theory data (ωB97M-V with the def2-TZVPD basis set) for one molecule with the formula C22H25N3O4.

XYZ file:
```
54
Properties=species:S:1:pos:R:3:forces:R:3:mulliken_charge:R:1
C 2.141462 1.421073 6.453802 0.1 0.1 0.1 -0.8334
O 1.276909 0.392219 6.038640 -0.2 -0.2 -0.1 -0.4659
C 0.577166 0.562481 4.878905 -0.1 -0.1 -0.1 0.7214
C 0.659716 1.676614 4.049112 0.1 0.0 0.3 -0.3619
C -0.087018 1.732013 2.888886 -0.3 -0.2 -0.1 -0.6137
C -0.936271 0.689644 2.530744 0.2 0.2 0.1 0.4583
O -1.614523 0.850307 1.356153 0.2 0.1 0.0 -0.3894
C -2.538026 -0.139250 0.954888 -0.4 -0.1 -0.2 -0.3164
C -3.055350 0.282042 -0.418531 0.0 -0.1 0.4 -1.2413
N -1.987491 0.233394 -1.387369 0.0 0.3 0.2 -0.0027
C -2.039340 -0.530772 -2.491696 0.4 0.5 -0.1 0.2208
O -3.024811 -1.153924 -2.838422 -0.3 -0.4 -0.2 -0.7290
C -0.743864 -0.561794 -3.294763 0.1 -0.3 -0.1 0.2623
C 0.181009 -1.666364 -2.728515 0.0 0.2 0.1 -1.2301
C 0.582289 -1.418824 -1.314886 0.0 -0.4 0.1 1.0026
C 0.249921 -2.162031 -0.219485 0.0 0.0 -0.4 -1.4328
N 0.827963 -1.635284 0.905050 0.0 -0.2 0.3 0.2438
C 1.549293 -0.531615 0.554847 0.2 0.3 -0.4 -0.6876
C 2.319772 0.322838 1.332336 0.1 0.0 0.0 -0.9211
C 2.945395 1.370695 0.693609 0.0 -0.1 0.2 -0.5720
C 2.821617 1.560493 -0.686272 0.1 0.2 -0.2 -0.8885
C 2.071342 0.709057 -1.465110 0.0 0.0 0.0 -0.3193
C 1.416635 -0.355693 -0.843263 0.0 -0.1 0.4 1.0389
N -1.075232 -0.835230 -4.670752 -0.3 -0.1 0.4 -0.1877
C -0.384231 -0.309665 -5.705476 -0.3 -0.3 -0.2 0.7186
C -0.955741 -0.668292 -7.060742 0.2 0.2 0.0 -1.2782
O 0.604891 0.375218 -5.546467 0.4 0.3 0.0 -0.6199
C -1.030523 -0.418680 3.365228 -0.2 0.0 -0.2 -0.5076
C -0.276433 -0.478111 4.522066 0.3 0.1 0.2 -0.6523
H 2.939449 1.596144 5.724609 0.0 0.0 0.0 0.3211
H 2.579664 1.077467 7.389469 0.0 0.1 -0.1 0.2373
H 1.599345 2.355650 6.630541 0.0 0.0 0.0 0.3309
H 1.304992 2.505781 4.290405 0.1 0.1 0.0 0.3860
H -0.019336 2.587003 2.235858 0.0 0.1 -0.1 0.4041
H -2.048432 -1.118529 0.875601 0.0 0.1 0.0 0.2177
H -3.369111 -0.205546 1.669776 0.1 0.0 0.0 0.5029
H -3.840041 -0.395103 -0.761561 0.0 0.1 0.1 0.5488
H -3.450688 1.300657 -0.352584 -0.1 -0.1 0.0 0.2681
H -1.122356 0.678695 -1.119175 0.1 -0.1 -0.1 0.2416
H -0.227286 0.401894 -3.252523 -0.1 -0.1 0.0 0.4722
H -0.336396 -2.625277 -2.803914 0.0 0.0 -0.1 0.3054
H 1.068962 -1.697975 -3.364814 -0.1 0.0 -0.1 0.3916
H -0.353161 -3.049027 -0.164006 -0.1 -0.2 0.0 0.4172
H 0.739190 -1.995814 1.839848 0.0 0.1 -0.1 0.3043
H 2.421047 0.163437 2.395197 0.0 0.0 0.1 0.6028
H 3.551580 2.057419 1.265839 0.1 0.1 0.1 0.4216
H 3.335576 2.391082 -1.147012 0.0 0.1 -0.1 0.4152
H 2.000830 0.852679 -2.532917 0.0 0.0 -0.2 0.5990
H -1.931828 -1.353995 -4.807986 0.0 0.1 -0.1 0.3116
H -1.971858 -0.289895 -7.146142 -0.1 0.0 0.0 0.3245
H -0.340301 -0.227005 -7.838962 0.0 0.0 0.0 0.3490
H -0.973996 -1.748688 -7.183611 0.0 -0.1 0.0 0.3276
H -1.691074 -1.239037 3.130806 -0.1 -0.1 -0.1 0.4418
H -0.341295 -1.334579 5.174743 0.0 -0.1 0.1 0.4417
```
Forces are in eV/Å.

Properties
SMILES = COc1ccc(OCCNC(=O)[C@@H](Cc2c[nH]c3ccccc23)NC(C)=O)cc1
Electronic energy = -35881.4368 eV
Orbital gap = 0.314 hartree
Highest occupied orbital energy = -7.93 eV
Total charge = 0
2S+1 = 1

***

Density functional theory data (ωB97M-V with the def2-TZVPD basis set) for C38H54BF8NO4P3S2ScSi as an isolated structure.

XYZ file:
```
113
Properties=species:S:1:pos:R:3:forces:R:3:mulliken_charge:R:1
Sc 0.302929 0.365128 -0.526750 0.0 -0.4 -0.3 -2.0672
C 0.147371 -3.704617 -2.818961 0.0 0.0 0.0 -1.4127
C -0.651554 -3.420487 -1.543617 0.0 0.0 0.0 2.8934
C -1.400268 -4.671673 -1.088272 0.0 0.0 0.0 -1.8602
P 0.349891 -2.495731 -0.254735 0.0 0.0 0.0 1.5950
C 2.007266 -3.334253 -0.411954 0.0 0.0 0.0 1.4185
C 2.114540 -4.855674 -0.282523 0.0 0.0 0.0 -2.2592
C 3.062391 -2.691882 0.475300 0.0 0.0 0.0 -1.3955
C -0.364678 -2.948994 1.380072 0.0 0.0 0.0 0.5719
C -0.275072 -4.256759 1.870250 0.0 0.0 0.0 -0.3558
C -0.746088 -4.584848 3.129683 0.0 0.0 0.0 -1.0644
C -1.321262 -3.602931 3.924649 0.0 0.0 0.0 -1.1172
C -1.424935 -2.309925 3.441718 0.0 0.0 0.0 -0.2533
C -0.962446 -1.951407 2.170806 0.0 0.0 0.0 0.4695
Si -1.132730 -0.128430 1.596632 0.0 0.0 0.0 0.1453
C -2.997319 0.248718 1.380990 0.0 0.0 0.0 0.3732
C -3.951875 0.112418 2.391003 0.0 0.0 0.0 -0.3824
C -5.252187 0.573101 2.239448 0.0 0.0 0.0 -1.1422
C -5.629122 1.197257 1.060254 0.0 0.0 0.0 -1.0150
C -4.724223 1.277418 0.012853 0.0 0.0 0.0 -0.8346
C -3.429649 0.780993 0.152776 0.0 0.0 0.0 0.5651
P -2.375296 0.461204 -1.305249 0.0 0.0 0.1 1.7803
C -3.336176 -1.034156 -1.946468 0.0 0.0 0.0 0.2165
C -3.465779 -2.027443 -0.781734 0.0 0.0 0.0 -2.4872
C -4.742561 -0.885455 -2.537011 0.0 0.0 0.0 -1.5278
C -2.547252 1.862459 -2.541476 0.0 0.0 0.0 1.7618
C -3.668053 1.835242 -3.579450 0.0 0.0 0.0 -1.8864
C -2.494882 3.231832 -1.859020 0.0 0.0 0.0 -1.0799
C -0.552375 0.884266 3.131487 0.0 0.0 0.0 0.5309
C -1.438937 1.460178 4.045932 0.0 0.0 0.0 -0.1413
C -1.005197 2.260233 5.091734 0.0 0.0 0.0 -0.8852
C 0.346847 2.513103 5.249485 0.0 0.0 0.0 -1.1887
C 1.249653 1.965407 4.352917 0.0 0.0 0.0 -0.6952
C 0.821074 1.165504 3.292585 0.0 0.0 0.0 0.3898
P 2.000391 0.384369 2.121152 0.0 0.0 0.0 1.7349
C 2.965306 -0.731358 3.264830 0.0 0.0 0.0 0.5644
C 3.741346 -0.055303 4.396682 0.0 0.0 0.0 -1.8207
C 2.051596 -1.798313 3.867429 0.0 0.0 0.0 -1.2878
C 3.268177 1.624881 1.500077 0.0 0.0 0.0 1.7665
C 3.499023 2.924566 2.265892 0.0 0.0 0.0 -1.9264
C 4.591743 0.921398 1.185017 0.0 0.0 0.0 -1.2757
H -0.541511 -4.049487 -3.593961 0.0 0.0 0.0 0.5207
H 0.892924 -4.487467 -2.677172 0.0 0.0 0.0 0.2277
H 0.645295 -2.814267 -3.196500 0.0 0.0 0.0 0.2351
H -1.398169 -2.682716 -1.820870 0.0 0.0 0.0 -2.0111
H -0.727248 -5.503156 -0.875749 0.0 0.0 0.0 0.2920
H -2.067862 -4.995425 -1.891524 0.0 0.0 0.0 0.4488
H -2.004777 -4.495026 -0.200535 0.0 0.0 0.0 0.3538
H 2.248492 -3.072948 -1.445661 0.0 0.0 0.0 -0.0913
H 2.134666 -5.156927 0.765166 0.0 0.0 0.0 0.4639
H 3.060895 -5.178841 -0.724006 0.0 0.0 0.0 0.4716
H 1.316968 -5.400076 -0.783112 0.0 0.0 0.0 0.3399
H 2.886840 -2.948045 1.520516 0.0 0.0 0.0 0.3400
H 3.063411 -1.609736 0.374183 0.0 0.0 0.0 -0.3284
H 4.054061 -3.064494 0.204658 0.0 0.0 0.0 0.6321
H 0.159394 -5.035855 1.262601 0.0 0.0 0.0 0.4527
H -0.661336 -5.602583 3.489385 0.0 0.0 0.0 0.4396
H -1.680800 -3.845325 4.917212 0.0 0.0 0.0 0.4213
H -1.849176 -1.545974 4.085234 0.0 0.0 0.0 0.3507
H -3.680739 -0.366740 3.324646 0.0 0.0 0.0 0.4191
H -5.965440 0.458338 3.046320 0.0 0.0 0.0 0.4179
H -6.630720 1.591564 0.944066 0.0 0.0 0.0 0.4237
H -5.038332 1.717407 -0.925603 0.0 0.0 0.0 0.3578
H -2.688317 -1.459174 -2.720640 0.0 0.0 0.0 0.8067
H -4.296835 -1.732302 -0.139400 0.0 0.0 0.0 0.4184
H -2.580321 -2.087886 -0.147966 0.0 0.0 0.0 0.5238
H -3.679638 -3.024064 -1.171946 0.0 0.0 0.0 0.6069
H -5.389219 -0.294549 -1.887765 0.0 0.0 0.0 0.1887
H -5.187541 -1.881956 -2.602951 0.0 0.0 0.0 0.4821
H -4.762367 -0.458677 -3.532717 0.0 0.0 0.0 0.3666
H -1.616144 1.749847 -3.100460 0.0 0.0 0.0 -0.7215
H -4.664017 1.858197 -3.136753 0.0 0.0 0.0 0.3075
H -3.598303 0.968661 -4.233388 0.0 0.0 0.0 0.3793
H -3.568642 2.722349 -4.209447 0.0 0.0 0.0 0.5334
H -3.284464 3.356707 -1.118001 0.0 0.0 0.0 0.2872
H -2.614792 4.008560 -2.617131 0.0 0.0 0.0 0.5427
H -1.543314 3.404831 -1.365345 0.0 0.0 0.0 -0.0501
H -2.502616 1.311822 3.927731 0.0 0.0 0.0 0.4293
H -1.725412 2.693584 5.774836 0.0 0.0 0.0 0.4166
H 0.700233 3.141658 6.057157 0.0 0.0 0.0 0.4187
H 2.298833 2.181391 4.480215 0.0 0.0 0.0 0.5226
H 3.688220 -1.219011 2.607431 0.0 0.0 0.0 0.9098
H 3.066052 0.284856 5.181645 0.0 0.0 0.0 0.3650
H 4.341123 0.791408 4.068117 0.0 0.0 0.0 0.2892
H 4.418194 -0.786184 4.846877 0.0 0.0 0.0 0.4745
H 1.286483 -1.335826 4.494951 0.0 0.0 0.0 0.3520
H 2.639132 -2.470196 4.498465 0.0 0.0 0.0 0.5893
H 1.539981 -2.395376 3.114804 0.0 0.0 0.0 -0.0327
H 2.850905 1.916995 0.535620 0.0 0.0 0.0 -0.5957
H 4.000939 2.764264 3.221175 0.0 0.0 0.0 0.2475
H 2.566906 3.457447 2.445606 0.0 0.0 0.0 0.4070
H 4.142912 3.572825 1.666302 0.0 0.0 0.0 0.5117
H 5.129427 0.624275 2.085803 0.0 0.0 0.0 0.2932
H 5.233304 1.608915 0.629756 0.0 0.0 0.0 0.4988
H 4.449213 0.037770 0.562044 0.0 0.0 0.0 0.1697
F 4.595496 -0.515214 -3.641197 0.0 0.0 0.0 -0.1960
C 3.360991 -0.957735 -3.814484 0.0 0.0 0.0 0.5061
F 3.044069 -0.925784 -5.100163 0.0 0.0 0.0 -0.2097
F 3.279185 -2.212991 -3.374683 0.0 0.0 0.0 -0.1631
S 2.172849 0.074791 -2.855603 0.0 0.0 -0.1 1.0410
O 0.839471 -0.454278 -3.071554 0.0 0.0 0.0 -0.7458
O 2.568713 -0.010613 -1.455291 -0.1 0.1 0.1 -0.4116
N 2.483520 1.457662 -3.513067 0.0 0.0 0.0 -0.6964
S 1.582421 2.662426 -3.020547 0.0 0.0 0.0 1.2261
O 2.325694 3.839396 -2.741513 0.0 0.0 0.0 -0.6956
O 0.597258 2.206114 -2.048281 0.0 0.0 0.0 -0.8497
C 0.596278 3.045559 -4.530331 0.0 0.0 0.0 0.5821
F -0.302887 3.981670 -4.237575 0.0 0.0 0.0 -0.1983
F 1.397893 3.488338 -5.489707 0.0 0.0 0.0 -0.2277
F -0.036190 1.955010 -4.959731 0.0 0.0 0.0 -0.2214
F 0.701873 2.534346 0.683915 0.1 0.2 0.0 -0.3825
B -0.626946 2.145133 0.548819 0.0 0.1 0.1 0.0249
F -1.453403 3.035174 1.092140 0.0 0.0 0.0 0.0868
```
Forces are in eV/Å.

Properties
Electronic energy = -150498.5241 eV
Orbital gap = 0.267 hartree
Highest occupied orbital energy = -6.74 eV
Total charge = 0
2S+1 = 1

***

Density functional theory data (ωB97M-V with the def2-TZVPD basis set) for one molecule with the formula C3H9NOS2.

XYZ file:
```
16
Properties=species:S:1:pos:R:3:forces:R:3:mulliken_charge:R:1
C 1.110599 -1.713641 0.415086 -1.3 0.1 0.5 -1.0254
S 1.534635 -0.024868 -0.127587 -0.2 -0.1 3.8 0.8793
O 1.726835 -0.116780 -1.505880 0.2 0.1 -4.3 -0.5975
S 3.049680 0.588864 0.900006 -0.6 0.0 0.2 -0.3800
C 0.025337 0.943383 0.223857 0.3 -1.0 0.4 -0.8512
C -1.101208 0.446257 -0.673292 1.5 -3.0 1.8 -0.5749
N -2.395752 0.867615 -0.342522 -1.7 0.0 2.1 -0.5610
H 2.051621 -2.074607 0.783185 0.3 -0.3 0.3 0.4012
H 0.325420 -1.678271 1.203881 0.8 0.0 -0.2 0.2944
H 0.711105 -2.387560 -0.365881 0.4 0.8 -0.1 0.3401
H -0.303914 0.684181 1.192244 0.1 -0.5 1.6 0.3991
H 0.252522 1.988169 0.327358 0.3 0.6 -0.8 0.4546
H -0.814964 0.765636 -1.613416 0.0 0.0 -2.4 0.4038
H -1.037255 -0.730454 -0.530667 -0.3 2.2 -0.9 0.2832
H -2.685464 0.578480 0.674062 0.7 1.3 -2.6 0.2629
H -2.449197 1.863590 -0.560431 -0.6 -0.3 0.8 0.2714
```
Forces are in eV/Å.

Properties
SMILES = C[S@](=O)(=S)CCN
Electronic energy = -28463.0328 eV
Orbital gap = 0.352 hartree
Highest occupied orbital energy = -9.03 eV
Total charge = 0
2S+1 = 1

***

Density functional theory data (ωB97M-V with the def2-TZVPD basis set) for a 2-piece molecular cluster, C7H16SSi overall.

XYZ file:
```
25
Properties=species:S:1:pos:R:3:forces:R:3:mulliken_charge:R:1
C 1.963100 0.838599 -1.107356 -2.7 1.9 0.6 -0.6908
C 1.848355 0.080708 -0.030380 -3.1 -0.7 0.4 0.1463
C -1.447354 -0.612343 -1.805345 3.4 -1.9 1.4 -1.0423
C -2.897377 -1.326045 0.860397 0.6 -1.6 -2.4 -1.1411
C -2.447858 1.554189 0.153726 -0.2 -3.4 -3.1 -1.2214
C 4.485940 0.170766 0.714157 -0.3 -1.1 -1.1 -0.9338
C -0.098189 -0.476599 1.209995 1.0 2.3 -4.2 -1.2290
Si -1.603689 -0.198520 0.082643 -0.3 0.4 -0.2 0.4539
S 2.934630 -0.787385 0.881295 1.0 -0.3 0.7 0.0138
H 2.883181 0.973042 -1.600772 1.2 0.1 -0.5 0.3735
H 1.143391 1.602442 -1.403058 1.2 -1.7 0.3 0.1555
H -1.476909 -1.748090 -1.855296 -0.9 1.3 -0.2 0.3040
H -2.152540 -0.034582 -2.332969 -1.1 0.1 -0.9 0.3417
H -0.407105 -0.482203 -2.268594 -1.3 0.5 0.8 0.2938
H -2.616980 -2.354576 1.118084 0.4 0.4 0.3 0.3568
H -3.103538 -0.736710 1.679534 -1.1 0.8 2.3 0.3115
H -3.775767 -1.502626 0.228007 0.0 0.6 0.1 0.2978
H -2.435351 2.138535 0.975338 0.3 1.8 2.8 0.4570
H -2.109380 2.059356 -0.732995 0.4 0.7 -0.2 0.3394
H -3.499363 1.326482 -0.105623 0.2 0.0 0.3 0.2974
H 4.992305 -0.166259 -0.190107 0.0 0.1 -0.1 0.2923
H 5.065070 -0.258931 1.531519 0.2 1.0 0.3 0.3265
H 4.269534 1.242889 0.571749 0.3 -0.4 0.9 0.3139
H 0.073019 -1.422275 1.549735 0.5 -3.0 0.3 0.5205
H 0.412875 0.120130 1.876312 0.2 2.1 1.5 0.6627
```
Forces are in eV/Å.

Properties
Electronic energy = -26227.1880 eV
Orbital gap (spin up / spin down) = 0.296 / 0.296 hartree
Highest occupied orbital energy (spin up / spin down) = -7.84 / -7.84 eV
Total charge = 0
2S+1 = 1

***

Q: Which energy relative to the best compared isomer or geometry (same formula, charge and spin) values were calculated for the entries above? A: 76.36, 325.53, 232.18, 406.23, in kJ/mol.